# C53H67BrN3O7Si

3 unconnected molecules or ions with the total composition C53H67BrN3O7Si at a distorted geometry (the ωB97M-V functional and the def2-TZVPD basis, the Open Molecules 2025 dataset).

The calculation puts the HOMO-LUMO gap at 8.28 eV. The largest force on an atom is 6.59 eV/A. The total charge is +1. As for the LUMO energy: -0.097 Eh. The calculation puts the HOMO energy at -0.40160 Ha.

XYZ file:
```
132
Properties=species:S:1:pos:R:3:forces:R:3:lowdin_charge:R:1
C -5.569811 -0.960104 -0.138888 -0.29 0.43 0.26 -0.14
C -5.796617 -0.314902 1.331780 0.13 -0.93 -0.06 -0.26
C -5.062612 -1.188911 2.498663 -0.28 0.76 -0.67 -0.22
C -3.479555 -1.369625 2.189632 -0.87 0.23 1.26 -0.22
C -2.643884 -1.619990 3.566350 -0.68 -0.19 -0.91 -0.21
C -1.208133 -2.245141 3.192558 0.19 -0.16 0.87 -0.20
C 0.020872 -1.608752 4.061957 -0.74 0.57 -1.17 -0.20
C 0.186078 -0.038442 3.763600 -0.98 0.36 -0.14 -0.23
C 1.460782 0.659629 4.466545 0.21 -1.85 -0.71 -0.18
C 2.514646 1.037259 3.310391 1.25 0.88 1.38 -0.15
C 2.738199 2.647162 3.115775 2.47 -2.37 0.44 -0.13
N 1.812507 3.199462 2.063779 0.30 0.22 -0.27 -0.04
C 2.657727 3.901245 1.002559 1.19 2.00 -2.72 -0.22
C 3.326637 2.893390 -0.051463 0.13 -0.42 0.00 -0.08
C 2.287457 2.058512 -0.950230 0.07 -1.35 0.77 -0.29
O 2.709141 1.866830 -2.328546 -1.66 -0.09 1.10 -0.24
Si 1.298905 1.340828 -3.214797 -0.35 0.40 -1.57 0.49
C 1.742359 0.349478 -4.823505 0.20 -0.44 1.06 -0.18
C 0.305112 2.965020 -3.621560 -0.26 -0.18 0.87 -0.18
C 0.092269 0.228300 -2.226468 -1.05 -0.86 0.77 -0.19
C 1.782453 5.010780 0.170777 0.33 -1.75 0.25 -0.07
N 1.525743 6.121060 1.120816 0.41 -2.67 0.88 -0.22
O 0.819297 7.154093 0.594357 -3.84 0.79 -1.74 -0.01
C -0.519783 6.797844 0.254318 -2.98 -2.22 1.23 -0.16
N -1.641076 6.325463 0.221607 6.04 2.64 -0.15 0.19
C 1.052309 5.679913 2.457092 -0.12 -0.64 0.39 -0.48
Br 2.566139 6.101107 3.739158 -0.75 -0.21 -0.35 0.74
C 0.700339 4.084997 2.538003 -2.50 2.30 0.05 -0.20
C 0.066792 3.719571 3.969037 -0.24 0.03 1.00 -0.16
O -1.050506 4.599463 4.337808 0.77 -1.66 -1.69 -0.16
C -2.261982 4.117212 3.694952 -1.84 0.62 -1.45 -0.21
C -3.142472 5.357462 3.134275 -0.17 -0.09 0.44 -0.21
C -4.235342 4.930560 2.031920 -0.62 0.62 -0.05 -0.13
H -5.080351 -0.147891 -0.790293 -0.62 -1.55 0.74 0.07
H -6.597810 -1.205925 -0.583297 1.63 0.26 0.48 0.07
H -4.931113 -1.925572 -0.109137 -1.04 1.73 -0.11 0.07
H -6.930829 -0.306578 1.533120 1.81 0.20 -0.14 0.10
H -5.400302 0.768171 1.315698 -0.64 -1.67 0.27 0.09
H -5.260176 -0.604048 3.477401 0.58 -1.12 -1.36 0.11
H -5.574363 -2.217947 2.569318 0.79 1.56 -0.02 0.12
H -3.327848 -2.279420 1.513624 -0.13 1.48 0.74 0.10
H -3.143542 -0.379941 1.691216 -0.19 -1.75 0.60 0.11
H -2.604307 -0.613266 4.110233 0.20 -1.42 -0.66 0.09
H -3.259556 -2.333499 4.244682 1.14 1.12 -1.16 0.12
H -1.212420 -3.382383 3.420188 -0.04 1.86 -0.44 0.11
H -1.030521 -2.136080 2.052513 -0.08 0.02 1.89 0.11
H 0.969478 -2.127713 3.687828 -1.14 0.60 1.00 0.12
H -0.190553 -1.734165 5.178831 0.53 -0.10 -1.53 0.11
H -0.783422 0.531306 4.059044 1.52 -1.10 -0.37 0.09
H 0.239743 0.068367 2.605810 0.03 -0.07 1.81 0.11
H 1.208816 1.503386 5.193389 0.35 -1.02 -1.29 0.10
H 1.965190 -0.168804 5.106238 -0.84 1.45 -0.98 0.12
H 3.548904 0.650802 3.671981 -1.64 0.75 -0.74 0.13
H 2.333704 0.506111 2.302543 0.03 0.92 1.51 0.12
H 2.775127 3.218741 4.100510 -0.57 -0.68 -1.60 0.11
H 3.810547 2.723011 2.676822 -1.92 0.11 0.72 0.14
H 1.362454 2.373952 1.602539 0.44 0.74 0.44 0.18
H 3.514911 4.520108 1.479859 -1.67 -1.32 -0.25 0.15
H 3.996164 2.137310 0.518780 -1.03 1.29 -0.98 0.13
H 4.018192 3.488761 -0.748542 -1.09 -0.73 1.13 0.15
H 1.202378 2.451789 -0.920542 1.58 -0.18 0.14 0.09
H 2.238265 0.993481 -0.483244 -0.05 1.72 -0.53 0.12
H 0.752431 -0.129352 -5.158692 1.49 0.90 0.17 0.05
H 2.402832 -0.530461 -4.451589 -0.84 1.45 -0.96 0.05
H 2.250419 0.991586 -5.619660 -0.74 -1.18 0.99 0.03
H -0.705641 2.681676 -4.092122 1.59 0.57 0.48 0.05
H 0.907436 3.706322 -4.249147 -1.05 -0.97 0.88 0.04
H 0.046095 3.411622 -2.578370 0.38 -0.34 -1.79 0.03
H 0.452655 -0.091152 -1.188237 -0.48 0.37 -1.40 0.02
H -0.921781 0.765229 -2.067736 1.63 -0.75 -0.25 0.06
H -0.165519 -0.749485 -2.793968 0.56 1.63 0.85 0.06
H 2.366233 5.338652 -0.763648 -0.79 -0.26 1.69 0.17
H 0.853095 4.447484 -0.196884 0.82 1.13 0.41 0.12
H 0.161350 6.291332 2.874253 1.45 -1.17 -0.98 0.14
H -0.166924 3.951377 1.773950 1.45 0.25 1.18 0.17
H -0.377699 2.667618 3.905028 1.09 1.21 0.20 0.11
H 0.825398 3.839981 4.837550 -1.19 -0.33 -1.67 0.13
H -2.940027 3.510783 4.399679 1.30 0.83 -0.75 0.14
H -2.050358 3.441846 2.780317 -0.02 0.93 1.40 0.12
H -3.689110 5.796986 4.037610 0.82 -0.47 -1.27 0.11
H -2.492973 6.197348 2.695563 -0.69 -1.46 0.73 0.08
H -4.191692 3.833614 1.708797 0.14 1.51 0.45 0.07
H -5.299395 5.115459 2.437878 1.70 -0.41 -0.58 0.08
H -4.141728 5.614843 1.102750 -0.02 -1.34 1.50 0.06
C 1.406761 -5.046851 9.019453 -0.06 -0.17 -0.09 -0.05
C 1.095830 -4.193016 7.963235 -0.11 -0.18 -0.15 -0.06
C 0.498537 -4.697102 6.812761 0.12 0.17 0.21 0.00
C 0.220928 -6.060948 6.710242 0.17 0.23 0.25 -0.08
C 0.554511 -6.919245 7.757737 0.12 0.41 0.14 -0.08
C 1.137956 -6.407642 8.918301 0.08 0.22 0.06 0.01
C 0.310617 -8.375198 7.641715 0.22 -0.71 0.76 -0.28
O 0.598538 -9.125055 8.558052 -0.08 0.27 -0.28 0.11
C -0.279797 -8.905921 6.392890 -0.13 -0.27 -0.30 -0.08
C -0.462524 -10.282041 6.245953 -0.09 -0.16 -0.17 0.01
C -1.029184 -10.788846 5.080552 0.07 0.18 0.14 -0.05
C -1.423644 -9.923392 4.062389 0.07 0.18 0.10 -0.05
C -1.238189 -8.552194 4.202606 -0.04 -0.23 -0.08 0.00
C -0.656686 -8.041604 5.364814 -0.11 -0.30 -0.16 -0.09
C -0.431117 -6.584968 5.489356 -0.28 0.51 -0.71 -0.28
O -0.772219 -5.825722 4.596168 0.09 -0.11 0.20 0.08
H 1.864554 -4.651437 9.920797 -0.06 -0.06 -0.10 0.11
H 1.317511 -3.132829 8.037956 -0.03 -0.11 0.00 0.10
H 0.253841 -4.025861 5.995043 -0.05 -0.24 0.03 0.10
H 1.387546 -7.068683 9.742494 -0.09 -0.04 -0.22 0.12
H -0.160461 -10.962251 7.036506 -0.01 0.24 -0.02 0.12
H -1.165542 -11.859678 4.966382 0.02 0.13 0.03 0.11
H -1.872276 -10.318828 3.156457 0.05 0.06 0.11 0.11
H -1.543267 -7.883470 3.403575 0.11 0.03 0.21 0.12
C 4.316138 2.837448 -9.087719 -0.08 -0.12 -0.14 -0.06
C 3.156344 3.061187 -8.348521 -0.14 -0.17 -0.14 -0.07
C 1.957042 2.475380 -8.739975 0.20 0.15 0.18 -0.01
C 1.911534 1.672548 -9.880397 0.29 0.22 0.17 -0.08
C 3.067248 1.468462 -10.633879 0.13 0.26 0.35 -0.08
C 4.273319 2.043507 -10.228762 0.06 0.16 0.19 0.01
C 3.022027 0.659312 -11.873296 0.82 -0.20 -0.62 -0.28
O 4.032531 0.477678 -12.530087 -0.29 0.07 0.23 0.11
C 1.729883 0.082441 -12.306189 -0.29 -0.18 -0.23 -0.08
C 1.659765 -0.634161 -13.502218 -0.17 -0.13 -0.14 0.01
C 0.451937 -1.191358 -13.910417 0.14 0.12 0.16 -0.05
C -0.687220 -1.043115 -13.121920 0.11 0.12 0.16 -0.05
C -0.622791 -0.325215 -11.932478 -0.08 -0.13 -0.20 0.00
C 0.584413 0.247353 -11.527207 -0.14 -0.21 -0.27 -0.09
C 0.634319 1.039170 -10.278465 -0.88 0.07 0.50 -0.28
O -0.363380 1.173564 -9.588950 0.31 -0.03 -0.15 0.10
H 5.253785 3.287471 -8.776685 -0.10 -0.05 -0.05 0.11
H 3.187888 3.691363 -7.464957 -0.01 -0.06 -0.10 0.10
H 1.057990 2.649799 -8.156471 0.03 -0.14 -0.20 0.12
H 5.179137 1.877331 -10.803625 -0.23 -0.06 -0.04 0.12
H 2.544096 -0.756452 -14.120213 -0.04 0.10 0.22 0.12
H 0.398615 -1.743729 -14.843366 0.02 0.07 0.11 0.11
H -1.627608 -1.484175 -13.437361 0.11 0.06 0.05 0.11
H -1.515082 -0.209173 -11.324960 0.22 0.09 0.01 0.12
```
Positions in Å, forces in eV/Å.